# 1
Molecular formula: C40H69AlBrN8O2SSbSi3
Method: DFT, the ωB97M-V functional and the def2-TZVPD basis

Total charge: +2
HOMO (hartree): -0.45471
Gap between HOMO and LUMO (eV): 7.81
E_tot (a.u.): -6477.34547
2S+1: 1
LUMO (eV): -4.56

```
126
C40H69AlBrN8O2SSbSi3, DFT the ωB97M-V functional and the def2-TZVPD basis
Al -0.022 0.264 -0.018
C -1.780 -4.912 0.333
N -1.764 -3.493 0.625
C -3.058 -2.938 0.935
C -0.685 -2.703 0.392
N -0.813 -1.480 -0.152
C -1.829 -1.282 -1.108
C -2.123 -2.288 -2.007
C -3.055 -2.112 -3.031
C -3.657 -0.900 -3.213
C -3.349 0.180 -2.359
C -3.923 1.451 -2.587
C -3.606 2.518 -1.794
C -2.798 2.323 -0.670
C -2.281 1.079 -0.369
N -1.636 0.901 0.892
C -2.337 1.295 1.963
N -1.734 1.633 3.114
C -2.333 1.414 4.414
C -0.326 1.939 3.169
N -3.694 1.393 1.946
C -4.372 2.532 2.533
C -4.566 0.537 1.174
C -2.448 -0.011 -1.269
N 0.515 -3.183 0.725
C 0.689 -4.172 1.768
C 1.741 -2.553 0.303
H -2.556 -5.106 -0.413
H -2.014 -5.501 1.221
H -0.827 -5.238 -0.072
H -3.576 -3.630 1.599
H -3.677 -2.786 0.045
H -2.911 -1.995 1.458
H -1.612 -3.235 -1.923
H -3.267 -2.936 -3.693
H -4.354 -0.747 -4.021
H -4.615 1.565 -3.406
H -3.999 3.500 -2.002
H -2.610 3.144 0.007
H -2.362 2.345 4.982
H -1.712 0.696 4.957
H -3.332 1.003 4.328
H -0.063 2.569 2.323
H 0.274 1.026 3.154
H -0.122 2.486 4.085
H -3.652 3.254 2.908
H -5.042 2.237 3.342
H -4.975 3.014 1.757
H -4.034 -0.345 0.839
H -4.985 1.049 0.304
H -5.392 0.220 1.814
H -0.231 -4.289 2.335
H 1.467 -3.826 2.449
H 0.993 -5.135 1.357
H 2.526 -3.308 0.265
H 2.038 -1.771 1.003
H 1.611 -2.113 -0.688
C -2.046 -2.897 5.738
N -0.800 -2.195 5.801
C -0.089 -2.003 7.051
C 1.182 -1.252 6.618
N 0.886 -0.894 5.240
C -0.201 -1.560 4.787
S -0.740 -1.530 3.218
H -1.909 -3.941 6.023
H -2.424 -2.838 4.718
H -2.772 -2.447 6.414
H 0.134 -2.967 7.516
H -0.696 -1.416 7.749
H 2.072 -1.887 6.677
H 1.362 -0.353 7.211
H 1.627 -0.627 4.611
C -0.732 3.247 -3.788
Si -0.006 1.649 -4.537
C -1.361 0.529 -5.277
C 1.244 2.054 -5.917
Sb 1.155 0.329 -2.571
Si 3.355 1.764 -2.416
C 4.393 1.086 -0.957
C 4.481 1.662 -3.950
C 2.772 3.565 -2.156
Si 2.168 -1.830 -3.741
C 2.662 -1.486 -5.545
C 0.821 -3.182 -3.742
C 3.727 -2.374 -2.763
H -1.428 3.716 -4.477
H 0.048 3.970 -3.572
H -1.266 3.046 -2.863
H -1.613 0.850 -6.282
H -2.266 0.563 -4.684
H -1.044 -0.508 -5.336
H 0.717 2.465 -6.773
H 1.770 1.168 -6.257
H 1.981 2.787 -5.609
H 5.156 0.404 -1.319
H 3.789 0.547 -0.234
H 4.907 1.890 -0.436
H 4.661 0.637 -4.255
H 5.446 2.102 -3.718
H 4.076 2.200 -4.799
H 1.758 3.586 -1.767
H 2.775 4.123 -3.087
H 3.409 4.098 -1.456
H 1.800 -1.377 -6.196
H 3.248 -2.322 -5.920
H 3.274 -0.596 -5.642
H -0.147 -2.768 -4.007
H 0.730 -3.658 -2.770
H 1.050 -3.957 -4.467
H 4.625 -2.121 -3.319
H 3.743 -3.448 -2.613
H 3.802 -1.898 -1.789
Br 3.559 0.263 2.860
C 3.472 2.072 2.339
C 4.386 2.939 2.917
C 4.332 4.293 2.628
C 3.365 4.784 1.761
C 2.470 3.915 1.172
C 2.510 2.541 1.439
C 1.526 1.688 0.782
O 0.659 2.169 0.015
O 1.501 0.423 0.973
H 5.142 2.552 3.586
H 5.037 4.963 3.096
H 3.318 5.839 1.543
H 1.709 4.272 0.498
```

# 2
Molecular formula: C40H70BGe2LaN6O2
Method: DFT, the ωB97M-V functional and the def2-TZVPD basis

Total charge: +2
HOMO (hartree): -0.43469
Gap between HOMO and LUMO (eV): 6.38
E_tot (a.u.): -6255.12027
2S+1: 1
LUMO (eV): -5.44

```
122
C40H70BGe2LaN6O2, DFT the ωB97M-V functional and the def2-TZVPD basis
La -14.344 -1.793 19.268
C -16.429 -4.970 23.760
C -16.419 -4.467 22.366
C -17.279 -4.777 21.354
C -16.834 -4.066 20.222
N -15.743 -3.386 20.590
N -15.468 -3.635 21.904
B -14.086 -3.221 22.436
N -12.877 -3.798 21.492
N -12.831 -3.546 20.139
C -11.957 -4.344 19.541
C -11.330 -5.078 20.540
C -11.962 -4.768 21.759
C -11.749 -5.478 23.031
C -11.639 -4.366 18.048
C -12.493 -3.441 17.198
C -11.849 -5.799 17.526
C -10.145 -3.927 17.887
N -13.951 -1.688 22.551
N -14.205 -0.841 21.482
C -13.997 0.402 21.951
C -13.646 0.358 23.289
C -13.665 -0.974 23.655
C -13.428 -1.548 24.999
C -14.212 1.704 21.204
C -14.295 1.565 19.651
C -15.549 2.358 21.616
C -13.006 2.575 21.549
C -17.418 -4.160 18.819
C -17.648 -5.631 18.442
C -16.490 -3.569 17.732
C -18.774 -3.408 18.803
H -17.388 -5.423 23.989
H -15.686 -5.768 23.863
H -16.179 -4.233 24.483
H -18.137 -5.389 21.390
H -13.883 -3.706 23.476
H -10.653 -5.907 20.438
H -10.763 -5.854 23.096
H -11.957 -4.842 23.871
H -12.424 -6.332 23.151
H -13.558 -3.690 17.266
H -12.293 -2.358 17.384
H -12.258 -3.595 16.112
H -12.858 -6.163 17.687
H -11.636 -5.855 16.451
H -11.160 -6.431 18.033
H -10.005 -2.913 18.252
H -9.512 -4.609 18.459
H -9.849 -4.023 16.826
H -13.517 1.217 23.950
H -13.356 -0.786 25.758
H -14.187 -2.297 25.284
H -12.486 -2.125 24.942
H -15.235 1.074 19.418
H -14.300 2.529 19.156
H -13.454 1.023 19.253
H -16.397 1.780 21.320
H -15.612 2.505 22.686
H -15.625 3.330 21.133
H -12.073 1.996 21.321
H -13.019 3.509 20.937
H -12.985 2.860 22.594
H -16.722 -6.229 18.417
H -18.324 -6.108 19.156
H -18.142 -5.698 17.470
H -15.444 -3.891 17.867
H -16.825 -3.947 16.767
H -16.504 -2.497 17.737
H -19.491 -3.908 19.460
H -18.647 -2.381 19.197
H -19.250 -3.344 17.821
C -16.857 -5.203 12.514
C -16.580 -4.311 13.760
Ge -14.931 -3.356 13.461
C -13.482 -4.609 13.283
C -13.597 -5.490 12.010
C -15.079 -2.078 12.039
C -14.866 -0.803 12.454
Ge -14.697 -1.230 14.482
C -13.032 -0.435 15.073
C -12.914 0.958 14.337
C -16.289 -0.586 15.442
C -16.675 0.842 15.186
C -15.056 0.413 11.615
C -15.060 0.337 10.200
C -15.312 1.471 9.426
C -15.612 2.687 10.025
C -15.689 2.751 11.393
C -15.346 1.656 12.166
H -17.840 -5.617 12.655
H -16.136 -6.016 12.331
H -16.921 -4.612 11.593
H -16.565 -4.813 14.710
H -17.440 -3.621 13.798
H -13.515 -5.212 14.155
H -12.550 -4.064 13.226
H -14.103 -6.449 12.191
H -12.595 -5.699 11.616
H -14.102 -4.932 11.221
H -15.324 -2.359 11.011
H -12.174 -1.061 14.798
H -12.952 -0.354 16.158
H -12.910 0.819 13.222
H -11.931 1.342 14.582
H -13.739 1.615 14.618
H -15.983 -0.693 16.517
H -17.096 -1.260 15.354
H -15.849 1.571 15.146
H -17.321 1.193 16.002
H -17.248 0.886 14.274
H -14.928 -0.604 9.715
H -15.367 1.426 8.345
H -15.856 3.551 9.392
H -15.976 3.695 11.839
H -15.300 1.705 13.248
O -16.808 -0.599 19.699
H -17.536 -0.119 19.262
H -17.153 -1.078 20.476
O -11.904 -0.779 19.399
H -11.640 0.142 19.275
H -11.234 -1.242 19.953
```

# 3
Molecular formula: C40H71N3O14S7
Method: DFT, the ωB97M-V functional and the def2-TZVPD basis

Total charge: +1
HOMO (spin up / spin down) (hartree): -0.39348 / -0.39297
Gap between HOMO and LUMO (spin up / spin down) (eV): 7.77 / 3.79
E_tot (a.u.): -5571.19858
2S+1: 2
LUMO (spin up / spin down) (eV): -2.94 / -6.90

```
135
C40H71N3O14S7, DFT the ωB97M-V functional and the def2-TZVPD basis
C -5.515 -4.022 -11.271
C -6.688 -5.046 -11.404
C -6.606 -5.713 -12.788
S -5.722 -4.443 -13.874
O -6.643 -3.880 -14.849
O -4.446 -5.032 -14.267
C -5.432 -3.207 -12.590
H -4.569 -4.502 -11.022
H -5.621 -3.299 -10.462
H -7.624 -4.510 -11.251
H -6.775 -5.791 -10.613
H -7.539 -5.930 -13.309
H -6.052 -6.642 -12.654
H -6.168 -2.404 -12.613
H -4.441 -2.775 -12.728
C -10.406 -10.432 -14.952
C -10.076 -10.965 -13.588
C -9.474 -9.725 -12.812
S -10.621 -8.298 -13.245
O -9.870 -7.078 -13.445
O -11.746 -8.399 -12.316
C -11.152 -9.102 -14.851
H -11.021 -11.118 -15.535
H -9.505 -10.322 -15.555
H -9.299 -11.710 -13.757
H -10.947 -11.390 -13.089
H -8.507 -9.444 -13.228
H -9.554 -9.784 -11.727
H -10.717 -8.426 -15.587
H -12.236 -9.018 -14.928
C -5.184 -14.119 -17.142
C -4.654 -15.507 -17.483
C -3.763 -16.032 -16.409
S -4.704 -15.674 -14.894
O -3.843 -15.272 -13.799
O -5.751 -16.697 -14.681
C -5.561 -14.156 -15.629
H -5.940 -13.759 -17.840
H -4.279 -13.537 -17.315
H -4.205 -15.598 -18.472
H -5.496 -16.169 -17.685
H -2.798 -15.525 -16.393
H -3.378 -17.052 -16.398
H -5.117 -13.285 -15.147
H -6.593 -14.167 -15.279
C -4.723 -4.225 -17.755
C -5.168 -5.410 -18.730
C -4.008 -6.381 -18.624
S -2.489 -5.309 -18.837
O -2.141 -5.212 -20.266
O -1.481 -5.740 -17.888
C -3.292 -3.790 -18.181
H -4.746 -4.660 -16.756
H -5.417 -3.384 -17.766
H -5.315 -4.966 -19.714
H -6.083 -5.844 -18.326
H -3.993 -7.305 -19.202
H -3.989 -6.668 -17.573
H -3.275 -3.116 -19.038
H -2.717 -3.446 -17.322
C -10.086 -15.715 -15.500
C -8.880 -15.968 -16.411
C -9.083 -15.276 -17.837
S -10.168 -13.793 -17.496
O -11.405 -13.938 -18.273
O -9.406 -12.541 -17.613
C -10.504 -14.204 -15.716
H -9.849 -15.874 -14.448
H -10.865 -16.378 -15.877
H -8.958 -17.037 -16.610
H -7.856 -15.738 -16.117
H -9.617 -15.831 -18.609
H -8.141 -14.924 -18.256
H -11.525 -13.877 -15.518
H -9.787 -13.485 -15.319
C 0.336 -7.694 -14.589
C 0.878 -7.490 -13.130
C -0.333 -7.668 -12.225
S -1.884 -7.072 -13.059
O -2.091 -5.692 -12.641
O -2.944 -8.076 -12.914
C -1.053 -7.066 -14.739
H 0.199 -8.766 -14.730
H 1.046 -7.365 -15.348
H 1.186 -6.446 -13.067
H 1.667 -8.222 -12.953
H -0.377 -7.285 -11.205
H -0.553 -8.725 -12.074
H -0.915 -6.017 -15.004
H -1.771 -7.475 -15.450
C -9.136 -4.881 -17.615
C -9.564 -4.925 -16.132
C -11.101 -5.232 -16.256
S -11.647 -4.122 -17.582
O -11.820 -2.834 -16.848
O -12.783 -4.678 -18.287
C -10.061 -4.114 -18.555
H -8.873 -5.865 -18.001
H -8.233 -4.278 -17.714
H -9.332 -4.007 -15.592
H -8.985 -5.720 -15.662
H -11.698 -5.017 -15.369
H -11.294 -6.250 -16.593
H -9.806 -3.133 -18.957
H -10.261 -4.814 -19.366
N -5.109 -8.841 -15.312
C -5.484 -10.203 -15.521
C -6.719 -10.194 -16.141
C -7.130 -8.813 -16.244
C -6.129 -8.034 -15.754
H -4.237 -8.594 -14.867
H -4.872 -11.039 -15.216
H -7.221 -11.049 -16.570
H -7.983 -8.456 -16.803
H -6.003 -6.961 -15.772
N -5.899 -10.010 -19.144
C -6.407 -11.031 -19.820
C -7.268 -10.495 -20.808
C -7.413 -9.221 -20.574
C -6.615 -8.918 -19.535
H -5.103 -9.957 -18.524
H -6.005 -12.024 -19.683
H -7.683 -11.037 -21.645
H -8.018 -8.596 -21.214
H -6.454 -7.922 -19.150
N -10.337 -9.654 -18.595
C -10.498 -8.329 -19.018
C -11.875 -8.163 -19.289
C -12.560 -9.359 -19.070
C -11.596 -10.303 -18.661
H -9.532 -10.217 -18.362
H -9.581 -7.760 -19.053
H -12.201 -7.213 -19.685
H -13.616 -9.561 -19.179
H -11.642 -11.344 -18.379
```

Q: The lowest total charge belongs to which entry?
A: C40H71N3O14S7